56
Properties=species:S:1:pos:R:3:nbo_charge:R:1 method="wB97M-V/def2-TZVPD" lumo_energy_ev=0.3423 de_lowest_kcal_mol=12.2 homo_lumo_gap_ev=8.6 homo_energy_ev=-8.259 energy_ha=-1448.20504
C -6.36 -1.21 -0.76 -0.6345
C -4.91 -1.54 -1.11 -0.0753
O -4.04 -0.47 -0.75 -0.4874
C -3.63 -0.42 0.51 0.7839
O -3.95 -1.19 1.38 -0.5776
C -2.68 0.70 0.70 0.0014
N -2.82 1.69 1.60 -0.2052
N -1.81 2.47 1.53 -0.0394
N -0.98 2.05 0.58 -0.1524
C 0.27 2.72 0.32 -0.1389
C 0.53 3.80 1.38 -0.3953
C 1.68 4.71 0.98 -0.6097
C 1.45 1.73 0.27 0.7096
O 2.41 1.94 -0.42 -0.6170
N 1.29 0.67 1.09 -0.6421
C 1.93 -0.58 0.97 0.1674
C 3.19 -0.75 0.44 -0.2420
C 3.73 -2.02 0.30 -0.0333
C 5.11 -2.19 -0.26 -0.6227
C 2.98 -3.11 0.70 -0.1976
C 1.71 -2.96 1.24 -0.2815
C 1.17 -1.69 1.38 0.2650
O -0.08 -1.41 1.87 -0.5240
C -0.97 -2.48 2.11 -0.2576
C -1.48 0.92 0.01 0.0480
C -0.86 0.06 -1.00 0.7699
O -1.11 -1.11 -1.12 -0.5705
O 0.02 0.73 -1.75 -0.5124
C 0.75 -0.04 -2.71 -0.0712
C 1.73 0.89 -3.40 -0.6359
H -7.00 -2.02 -1.09 0.2170
H -6.66 -0.29 -1.24 0.2119
H -6.46 -1.10 0.32 0.2252
H -4.78 -1.67 -2.18 0.1929
H -4.59 -2.45 -0.58 0.1995
H 0.22 3.19 -0.67 0.2419
H 0.74 3.32 2.34 0.2119
H -0.38 4.39 1.50 0.2355
H 2.58 4.13 0.80 0.2229
H 1.44 5.26 0.08 0.2051
H 1.89 5.42 1.78 0.2162
H 0.45 0.60 1.66 0.4242
H 3.74 0.12 0.12 0.2438
H 5.86 -2.02 0.52 0.2193
H 5.29 -1.47 -1.06 0.2169
H 5.25 -3.19 -0.66 0.2142
H 3.39 -4.11 0.60 0.2089
H 1.15 -3.83 1.53 0.2240
H -0.61 -3.12 2.92 0.1735
H -1.92 -2.02 2.38 0.2262
H -1.11 -3.07 1.20 0.1872
H 1.27 -0.84 -2.18 0.1988
H 0.05 -0.49 -3.42 0.1911
H 1.20 1.66 -3.96 0.2086
H 2.37 1.37 -2.66 0.2452
H 2.35 0.32 -4.09 0.2164

=====

73
Properties=species:S:1:pos:R:3:lowdin_charge:R:1 method="wB97M-V/def2-TZVPD" lumo_energy_ev=-5.1716 de_lowest_kcal_mol=46.0 homo_lumo_gap_ev=4.9 total_charge=+1 homo_energy_ev=-10.022 energy_ha=-2069.30526
C 7.13 -0.24 -1.80 -0.0382
C 5.72 0.30 -1.86 -0.2527
C 5.16 0.67 -3.09 -0.0128
C 3.86 1.20 -3.14 -0.0374
C 3.11 1.25 -1.96 -0.2936
S 1.42 1.85 -1.98 0.7706
N 0.46 0.26 -1.77 -0.1345
C 0.80 -0.78 -2.75 -0.1451
C 0.00 -2.02 -2.46 -0.2300
C -0.87 -2.59 -3.40 -0.0187
C -1.63 -3.70 -3.01 -0.0709
C -1.48 -4.24 -1.73 -0.0806
C -0.58 -3.68 -0.81 -0.0793
C 0.17 -2.57 -1.18 -0.0554
C -0.74 0.34 -1.21 -0.0919
C -1.94 0.39 -0.88 0.0515
C -3.33 0.76 -1.11 -0.2436
C -3.62 2.09 -1.49 -0.0351
C -4.91 2.48 -1.86 -0.0802
C -5.96 1.54 -1.83 -0.0887
C -5.69 0.21 -1.48 -0.0866
C -4.39 -0.18 -1.11 -0.0507
O 1.13 2.58 -0.77 -0.2902
O 1.08 2.34 -3.29 -0.2703
C 3.70 0.97 -0.72 -0.0487
C 4.98 0.45 -0.69 -0.0293
H 7.42 -0.40 -0.76 0.0771
H 7.23 -1.18 -2.34 0.0908
H 7.83 0.47 -2.24 0.0905
H 5.74 0.55 -4.01 0.1294
H 3.44 1.59 -4.07 0.1236
H 0.70 -0.43 -3.78 0.1314
H 1.87 -0.99 -2.61 0.1209
H -0.95 -2.16 -4.40 0.1222
H -2.36 -4.12 -3.71 0.1083
H -2.06 -5.12 -1.44 0.1017
H -0.46 -4.09 0.20 0.0948
H 0.88 -2.10 -0.50 0.1133
H -2.78 2.79 -1.56 0.1177
H -5.10 3.49 -2.23 0.1080
H -6.97 1.85 -2.13 0.1072
H -6.49 -0.53 -1.55 0.1046
H -4.16 -1.23 -0.89 0.1079
H 3.16 1.19 0.20 0.1071
H 5.43 0.18 0.27 0.0998
C 4.43 -0.93 3.01 -0.0359
O 3.33 -1.81 2.68 -0.0443
C 2.07 -1.32 2.80 -0.2306
C 1.00 -2.23 2.66 0.0227
C -0.28 -1.76 2.57 -0.0066
C -0.61 -0.38 2.64 -0.1790
C -1.96 -0.05 2.32 0.1165
C -2.76 1.02 2.84 -0.1879
C -4.15 0.84 3.15 0.0069
C -4.94 1.91 3.57 -0.0527
C -4.39 3.18 3.75 -0.0375
C -3.02 3.36 3.54 -0.0464
C -2.22 2.32 3.04 0.0019
C 0.47 0.48 3.06 0.0385
C 1.79 0.04 3.06 0.0165
H 5.32 -1.57 2.96 0.1069
H 4.51 -0.11 2.28 0.0773
H 4.31 -0.52 4.03 0.1071
H 1.22 -3.30 2.62 0.1338
H -1.09 -2.48 2.43 0.1268
H -2.50 -0.82 1.71 0.1418
H -4.60 -0.15 3.06 0.1223
H -6.00 1.76 3.82 0.1186
H -5.01 4.00 4.13 0.1218
H -2.58 4.33 3.79 0.1173
H -1.19 2.51 2.74 0.1043
H 0.28 1.51 3.35 0.1066
H 2.62 0.70 3.31 0.1192

=====

4
Properties=species:S:1:pos:R:3:nbo_charge:R:1 method="wB97M-V/def2-TZVPD" lumo_energy_ev="-0.5179 / -1.5210" de_lowest_kcal_mol=83.0 homo_lumo_gap_ev="8.1 / 8.7" homo_energy_ev="-8.656 / -10.254" energy_ha=-411.48503
C -1.62 0.34 1.53 0.3830
O -2.04 1.40 1.54 -0.4589
I -2.28 -1.48 2.41 0.0802
H -0.25 -0.54 -0.63 -0.0043

=====

7
Properties=species:S:1:pos:R:3:nbo_charge:R:1 method="wB97M-V/def2-TZVPD" lumo_energy_ev=-0.1951 de_lowest_kcal_mol=61.5 homo_lumo_gap_ev=10.3 homo_energy_ev=-10.475 energy_ha=-262.06595
N 2.33 -0.56 -0.79 -0.2562
C 1.16 -0.55 -0.56 0.2116
C -0.26 -0.70 -0.33 -0.1363
N -1.02 0.22 0.27 -0.0334
O -0.32 1.29 0.72 -0.5336
H -0.97 -1.50 -0.67 0.2548
H -0.92 1.80 1.37 0.4930

=====

13
Properties=species:S:1:pos:R:3:nbo_charge:R:1 method="wB97M-V/def2-TZVPD" lumo_energy_ev=0.5284 de_lowest_kcal_mol=27.7 homo_lumo_gap_ev=10.8 homo_energy_ev=-10.249 energy_ha=-340.75073
C 0.64 -1.12 -1.21 -0.7168
C 0.00 0.25 -1.04 0.6898
O -0.20 0.94 -2.04 -0.5608
N -0.33 0.68 0.23 -0.4974
C -0.10 -0.13 1.43 -0.4034
C -0.90 1.88 0.49 0.4340
N -1.39 2.89 0.78 -0.3267
H 1.60 -0.99 -1.71 0.2551
H -0.02 -1.73 -1.84 0.2546
H 0.81 -1.66 -0.28 0.2145
H -0.64 -1.07 1.34 0.2086
H 0.97 -0.33 1.52 0.2083
H -0.44 0.39 2.33 0.2402

=====

7
Properties=species:S:1:pos:R:3:nbo_charge:R:1 method="wB97M-V/def2-TZVPD" lumo_energy_ev=0.6302 de_lowest_kcal_mol=49.6 homo_lumo_gap_ev=11.1 homo_energy_ev=-10.511 energy_ha=-1040.51978
F 1.82 -0.34 -0.72 -0.4155
C 0.32 0.14 -0.56 0.3821
F 0.26 1.33 -1.15 -0.2962
P 0.08 0.07 1.23 0.3286
Cl -0.56 -1.13 -1.48 -0.0146
H -0.71 -1.05 1.31 0.0004
H -1.20 0.98 1.38 0.0152

=====

22
Properties=species:S:1:pos:R:3:nbo_charge:R:1 method="wB97M-V/def2-TZVPD" lumo_energy_ev=-3.9363 de_lowest_kcal_mol=61.8 homo_lumo_gap_ev=8.3 total_charge=+1 homo_energy_ev=-12.236 energy_ha=-838.88728
C 0.78 1.13 -1.39 0.3844
C -0.86 -1.64 -0.32 -0.2862
C -0.04 -2.76 0.19 -0.5094
C -0.50 -0.97 1.82 0.0056
C -1.93 0.32 0.29 -0.4588
C 2.04 2.37 0.26 -0.3050
N -1.16 -0.77 0.71 -0.2769
O 1.25 1.94 -2.33 -0.6772
O 1.06 1.41 -0.19 -0.5177
S 0.57 -2.26 1.87 0.4479
H -0.37 -1.06 -1.13 0.2652
H -1.71 -2.05 -0.72 0.2347
H -0.51 -3.72 0.39 0.2486
H 0.84 -3.03 -0.48 0.2675
H -0.54 -0.22 2.63 0.2679
H -1.47 0.63 -0.68 0.2521
H -2.94 0.16 -0.13 0.2474
H -2.01 1.18 1.02 0.2427
H 2.82 1.74 0.87 0.2116
H 1.46 3.13 0.96 0.2177
H 2.55 2.83 -0.55 0.2166
H 0.68 1.62 -3.07 0.5214

=====

24
Properties=species:S:1:pos:R:3:nbo_charge:R:1 method="wB97M-V/def2-TZVPD" lumo_energy_ev="-4.1422 / -7.6566" s_squared=0.767 de_lowest_kcal_mol=23.0 spin_multiplicity=2 homo_lumo_gap_ev="10.1 / 6.7" total_charge=+1 homo_energy_ev="-14.230 / -14.360" energy_ha=-426.23957
C 3.40 -0.80 -0.59 -0.6309
C 2.62 0.48 -0.86 -0.6133
H 3.46 -0.99 0.49 0.2085
H 3.15 -1.73 -1.11 0.2144
H 4.46 -0.61 -0.82 0.2219
H 2.34 1.04 0.03 0.2003
H 1.61 0.31 -1.24 0.1779
H 3.15 1.12 -1.56 0.2225
C -1.35 -2.23 1.00 -0.7109
C -1.21 0.85 -1.16 -0.2305
C -1.22 -0.46 -0.84 -0.1457
C -1.43 1.83 -0.18 0.4525
C -1.49 -0.83 0.55 0.2084
C -1.94 1.48 1.09 -0.2278
C -1.94 0.13 1.47 -0.1819
O -1.15 3.14 -0.40 -0.5226
H -1.12 1.04 -2.22 0.2717
H -1.09 -1.20 -1.62 0.2556
H -1.58 3.59 0.34 0.5061
H -2.44 2.10 1.82 0.2621
H -1.24 -3.05 0.30 0.2590
H -2.31 -2.58 1.41 0.2669
H -2.24 -0.24 2.43 0.2559
H -0.46 -2.36 1.65 0.2799